Record 1
The following is a DFT calculation (the ωB97M-V functional and the def2-TZVPD basis) of a structure of composition C45H38F2GeN6O2W at a distorted geometry.

Values from the calculation:
total charge: +2
calculated total energy: -124081.5155 eV
energy relative to the best compared isomer or geometry (same formula, charge and spin): 108.08 kJ/mol
multiplicity: 1
HOMO level: -12.95 eV
E_LUMO: -7.02 eV
HOMO-LUMO gap: 5.9 eV

Each line ends with the Löwdin charge.
Positions of all 95 atoms, in Å:
W1 -0.01 -0.32 -0.83  1.644
O1 -3.83 -0.79 0.28  0.132
C1 -2.73 -0.72 0.74  -0.425
N1 -1.63 -1.26 0.01  -0.113
C2 -2.09 -2.47 -0.60  -0.256
C3 -2.74 -3.50 0.06  -0.011
C4 -3.07 -4.63 -0.67  -0.051
C5 -2.74 -4.72 -2.01  -0.048
C6 -2.05 -3.71 -2.66  0.014
C7 -1.71 -2.58 -1.93  -0.190
N2 -0.80 -1.55 -2.25  -0.044
C8 -0.33 -1.51 -3.55  -0.448
O2 -0.94 -1.80 -4.55  0.152
C9 1.12 -1.17 -3.57  -0.179
C10 1.89 -1.33 -4.70  0.046
C11 3.26 -1.20 -4.59  0.012
C12 3.79 -0.94 -3.33  0.002
C13 2.95 -0.76 -2.26  -0.088
N3 1.61 -0.83 -2.38  -0.015
C14 -2.63 -0.16 2.14  -0.166
C15 -3.82 0.11 2.79  0.049
C16 -3.80 0.56 4.10  0.019
C17 -2.58 0.73 4.73  0.013
C18 -1.43 0.46 4.02  -0.070
N4 -1.45 0.02 2.76  -0.023
H1 -3.00 -3.42 1.11  0.129
H2 -3.59 -5.45 -0.19  0.117
H3 -3.02 -5.61 -2.57  0.118
H4 -1.78 -3.81 -3.70  0.114
H5 1.39 -1.60 -5.63  0.142
H6 3.91 -1.33 -5.45  0.132
H7 4.86 -0.89 -3.17  0.127
H8 3.35 -0.57 -1.28  0.108
H9 -4.74 -0.06 2.25  0.139
H10 -4.73 0.76 4.62  0.133
H11 -2.51 1.08 5.75  0.130
H12 -0.45 0.59 4.47  0.115
F1 -1.31 1.45 -6.02  0.133
C19 -0.57 1.65 -4.94  -0.241
C20 -1.10 1.37 -3.70  0.058
C21 -0.31 1.60 -2.57  -0.313
C22 1.00 2.07 -2.68  -0.070
C23 1.48 2.32 -3.97  -0.196
F2 2.75 2.72 -4.12  0.107
C24 0.72 2.12 -5.10  0.122
C25 1.86 2.19 -1.50  -0.198
C26 2.78 3.22 -1.35  0.034
C27 3.69 3.18 -0.31  0.011
C28 3.68 2.08 0.53  -0.008
C29 2.72 1.12 0.35  -0.169
N5 1.77 1.18 -0.60  -0.029
H13 -2.10 0.98 -3.61  0.152
H14 1.13 2.32 -6.08  0.155
H15 2.80 4.02 -2.07  0.135
H16 4.41 3.98 -0.18  0.131
H17 4.40 1.96 1.33  0.126
H18 2.73 0.23 0.95  0.079
Ge1 0.27 -0.47 1.85  0.988
C30 0.40 -2.31 2.48  -0.314
C31 0.36 -3.42 1.64  -0.131
C32 0.37 -4.70 2.16  -0.061
C33 0.43 -4.90 3.53  -0.055
C34 0.47 -3.80 4.39  -0.060
C35 0.45 -2.52 3.86  -0.121
C36 1.44 0.68 2.94  -0.365
C37 1.22 2.05 3.09  -0.128
C38 2.10 2.83 3.82  -0.060
C39 3.22 2.26 4.41  -0.057
C40 3.45 0.90 4.28  -0.055
C41 2.56 0.11 3.55  -0.115
H19 1.16 -1.48 -0.20  -0.005
H20 0.32 -3.29 0.56  0.068
H21 0.34 -5.55 1.49  0.115
H22 0.44 -5.90 3.94  0.116
H23 0.52 -3.95 5.46  0.114
H24 0.50 -1.68 4.55  0.094
H25 0.36 2.52 2.63  0.087
H26 1.91 3.89 3.93  0.115
H27 3.90 2.87 4.99  0.116
H28 4.31 0.44 4.75  0.117
H29 2.75 -0.95 3.46  0.108
C42 -3.31 1.95 -0.96  -0.005
C43 -1.87 2.47 -0.84  -0.557
C44 -1.71 3.75 -1.68  -0.024
C45 -1.52 2.84 0.60  -0.037
N6 -0.89 1.42 -1.27  -0.135
H30 -3.94 2.68 -1.48  0.096
H31 -3.76 1.78 0.02  0.076
H32 -3.35 1.02 -1.52  0.077
H33 -2.34 4.52 -1.24  0.104
H34 -2.04 3.61 -2.71  0.091
H35 -0.68 4.12 -1.67  0.092
H36 -2.20 3.61 0.97  0.106
H37 -0.50 3.23 0.66  0.081
H38 -1.60 1.98 1.26  0.042

Record 2
The following is a DFT calculation (the ωB97M-V functional and the def2-TZVPD basis) of a cluster of 6 separate species, C45H38FNO2 in total at a distorted geometry.

Values from the calculation:
calculated total energy: -55581.2984 eV
structure (SMILES): O=C1C=C(F)C(=O)c2c1cccc2-c1ccncc1.c1ccccc1.c1ccccc1.c1ccccc1.c1ccccc1.c1ccccc1
multiplicity: 1
HOMO level: -9.24 eV
E_LUMO: -1.36 eV
HOMO-LUMO gap: 7.9 eV

Each line ends with the Löwdin charge.
Positions of all 87 atoms, in Å:
O1 -9.04 2.11 1.57  0.108
C1 -7.89 1.96 1.89  -0.310
C2 -7.36 2.35 3.29  0.089
C3 -6.28 1.72 3.80  -0.154
F1 -5.82 2.03 5.05  0.073
C4 -5.52 0.62 2.98  -0.233
O2 -4.90 -0.19 3.62  0.141
C5 -5.68 0.66 1.45  -0.002
C6 -6.86 1.33 0.90  -0.056
C7 -7.06 1.35 -0.53  -0.005
C8 -6.13 0.74 -1.46  -0.027
C9 -4.92 0.10 -0.93  0.010
C10 -4.72 0.08 0.50  -0.094
C11 -3.46 -0.58 1.09  -0.154
C12 -3.40 -1.91 1.69  -0.008
C13 -2.16 -2.37 2.24  -0.143
N1 -0.92 -1.80 2.29  0.071
C14 -1.03 -0.58 1.68  -0.180
C15 -2.16 0.09 1.11  -0.011
H1 -7.85 3.14 3.90  0.139
H2 -7.97 1.83 -0.96  0.121
H3 -6.32 0.74 -2.56  0.097
H4 -4.20 -0.37 -1.64  0.102
H5 -4.31 -2.53 1.75  0.120
H6 -2.20 -3.39 2.71  0.090
H7 -0.06 -0.02 1.63  0.112
H8 -2.05 1.11 0.68  0.120
C16 -7.26 -1.38 -6.17  -0.094
C17 -6.53 -1.32 -4.99  -0.102
C18 -5.21 -0.90 -5.01  -0.103
C19 -4.61 -0.55 -6.21  -0.094
C20 -5.33 -0.62 -7.39  -0.094
C21 -6.66 -1.03 -7.37  -0.094
H9 -8.30 -1.70 -6.15  0.102
H10 -7.00 -1.59 -4.05  0.099
H11 -4.64 -0.85 -4.09  0.083
H12 -3.58 -0.23 -6.23  0.098
H13 -4.87 -0.36 -8.33  0.102
H14 -7.23 -1.09 -8.29  0.101
C22 0.54 -0.71 -1.33  -0.094
C23 1.86 -0.38 -1.63  -0.082
C24 2.15 0.29 -2.81  -0.092
C25 1.13 0.62 -3.69  -0.094
C26 -0.18 0.28 -3.40  -0.097
C27 -0.48 -0.39 -2.21  -0.094
H15 0.31 -1.23 -0.40  0.080
H16 2.65 -0.64 -0.94  0.098
H17 3.18 0.56 -3.04  0.087
H18 1.36 1.15 -4.61  0.100
H19 -0.98 0.53 -4.09  0.094
H20 -1.50 -0.65 -1.98  0.087
C28 5.73 2.09 -1.61  -0.097
C29 5.91 3.10 -0.67  -0.107
C30 6.08 2.79 0.67  -0.118
C31 6.07 1.46 1.08  -0.092
C32 5.88 0.45 0.15  -0.093
C33 5.71 0.76 -1.20  -0.106
H21 5.60 2.34 -2.65  0.101
H22 5.91 4.14 -0.99  0.106
H23 6.22 3.58 1.40  0.106
H24 6.20 1.21 2.13  0.102
H25 5.87 -0.59 0.46  0.102
H26 5.57 -0.03 -1.93  0.100
C34 12.05 4.75 -0.27  -0.101
C35 11.33 4.42 -1.41  -0.099
C36 10.06 3.87 -1.29  -0.091
C37 9.52 3.63 -0.03  -0.086
C38 10.25 3.95 1.11  -0.093
C39 11.51 4.51 0.99  -0.100
H27 13.04 5.19 -0.36  0.099
H28 11.75 4.60 -2.39  0.099
H29 9.49 3.61 -2.17  0.100
H30 8.53 3.20 0.07  0.071
H31 9.83 3.77 2.09  0.100
H32 12.08 4.77 1.88  0.099
C40 0.05 -4.58 6.40  -0.094
C41 0.01 -5.75 7.14  -0.099
C42 -0.77 -6.82 6.70  -0.101
C43 -1.50 -6.70 5.52  -0.099
C44 -1.47 -5.52 4.80  -0.099
C45 -0.69 -4.46 5.23  -0.091
H33 0.67 -3.75 6.75  0.101
H34 0.58 -5.85 8.05  0.099
H35 -0.80 -7.74 7.27  0.099
H36 -2.11 -7.53 5.18  0.099
H37 -2.05 -5.43 3.88  0.086
H38 -0.66 -3.53 4.67  0.084

Record 3
The following is a DFT calculation (the ωB97M-V functional and the def2-TZVPD basis) of a structure of composition C45H38N3O3S2TeV.

Values from the calculation:
calculated total energy: -112546.4468 eV
energy relative to the best compared isomer or geometry (same formula, charge and spin): 146.76 kJ/mol
multiplicity: 3
HOMO level (alpha / beta): -7.55 / -7.55 eV
E_LUMO (alpha / beta): -0.64 / -0.28 eV
HOMO-LUMO gap (alpha / beta): 6.9 / 7.3 eV

Each line ends with the Löwdin charge.
Positions of all 93 atoms, in Å:
V1 -0.95 1.02 -2.29  0.872
C1 -1.11 -2.36 -0.51  0.000
C2 -2.02 -1.16 -0.47  -0.284
N1 -1.59 -0.10 0.11  0.084
N2 -2.55 0.83 0.44  -0.033
C3 -2.43 2.05 0.13  -1.037
S1 -1.24 2.84 -0.92  0.614
S2 -3.68 3.16 0.73  0.905
C4 -4.84 1.96 1.42  -0.428
C5 -4.46 1.31 2.73  -0.288
C6 -4.88 0.01 2.97  -0.049
C7 -4.59 -0.62 4.17  -0.086
C8 -3.88 0.06 5.16  -0.100
C9 -3.47 1.36 4.92  -0.100
C10 -3.75 1.98 3.72  -0.064
C11 -3.35 -1.24 -1.11  -0.127
C12 -4.30 -2.20 -0.79  -0.024
C13 -5.52 -2.23 -1.44  -0.085
C14 -5.79 -1.30 -2.44  -0.076
C15 -4.85 -0.35 -2.79  -0.006
C16 -3.63 -0.32 -2.13  -0.317
O1 -2.69 0.58 -2.48  -0.256
H1 -1.41 -3.04 0.28  0.095
H2 -0.08 -2.06 -0.32  0.070
H3 -1.19 -2.90 -1.45  0.066
H4 -5.00 1.19 0.66  0.070
H5 -5.77 2.52 1.53  0.084
H6 -5.42 -0.53 2.20  0.109
H7 -4.92 -1.64 4.34  0.100
H8 -3.66 -0.43 6.10  0.099
H9 -2.91 1.89 5.69  0.104
H10 -3.40 2.99 3.53  0.096
H11 -4.08 -2.92 -0.01  0.119
H12 -6.26 -2.98 -1.18  0.101
H13 -6.75 -1.32 -2.95  0.105
H14 -5.04 0.38 -3.56  0.122
C17 5.76 -1.95 -1.38  -0.043
C18 4.43 -1.28 -1.61  -0.244
C19 3.81 -1.32 -2.85  0.034
C20 2.57 -0.72 -3.06  -0.066
C21 2.01 -0.73 -4.45  -0.291
O2 2.76 -0.68 -5.41  0.120
C22 0.54 -0.85 -4.68  -0.163
C23 -0.04 -0.17 -5.75  -0.014
C24 -1.39 -0.33 -6.02  -0.060
C25 -2.16 -1.20 -5.25  -0.073
C26 -1.58 -1.89 -4.20  -0.076
C27 -0.24 -1.71 -3.90  -0.042
C28 1.94 -0.04 -2.01  -0.249
O3 0.78 0.60 -2.21  -0.241
C29 2.58 0.05 -0.77  -0.095
C30 3.80 -0.58 -0.59  0.029
C31 2.00 0.91 0.32  -0.207
N3 2.08 2.17 0.33  0.097
C32 2.71 2.90 -0.75  -0.307
C33 4.11 3.37 -0.37  -0.496
Te1 4.34 4.16 1.61  1.251
C34 4.47 2.27 2.55  -0.577
C35 3.54 1.91 3.52  -0.156
C36 3.63 0.67 4.14  -0.087
C37 4.63 -0.22 3.78  -0.089
C38 5.56 0.14 2.82  -0.105
C39 5.49 1.38 2.21  -0.163
C40 1.33 0.24 1.47  -0.167
C41 0.53 1.01 2.31  -0.045
C42 -0.15 0.43 3.36  -0.067
C43 -0.03 -0.94 3.60  -0.079
C44 0.78 -1.71 2.78  -0.083
C45 1.45 -1.12 1.72  -0.052
H15 6.10 -2.47 -2.27  0.076
H16 5.70 -2.67 -0.56  0.082
H17 6.52 -1.21 -1.10  0.082
H18 4.28 -1.82 -3.69  0.127
H19 0.58 0.47 -6.36  0.124
H20 -1.85 0.21 -6.84  0.109
H21 -3.21 -1.33 -5.47  0.110
H22 -2.18 -2.57 -3.60  0.110
H23 0.22 -2.24 -3.08  0.115
H24 4.28 -0.50 0.38  0.119
H25 2.07 3.77 -0.96  0.108
H26 2.79 2.32 -1.68  0.108
H27 4.44 4.17 -1.04  0.039
H28 4.83 2.55 -0.46  0.037
H29 2.73 2.58 3.77  0.092
H30 2.88 0.39 4.87  0.105
H31 4.69 -1.19 4.26  0.102
H32 6.36 -0.54 2.55  0.101
H33 6.23 1.67 1.48  0.094
H34 0.43 2.07 2.11  0.114
H35 -0.80 1.03 3.99  0.091
H36 -0.57 -1.40 4.42  0.100
H37 0.89 -2.77 2.96  0.101
H38 2.07 -1.73 1.07  0.108